Molecular formula: C2H3O4
Method: DFT, wB97M-V/def2-TZVPD

Structure (XYZ):
```
9
Properties=species:S:1:pos:R:3:forces:R:3:nbo_charge:R:1
O -1.261 0.119 -1.251 0.7138 0.5105 0.3616 -0.77
O -0.310 -0.322 1.005 -0.8647 -0.1757 0.1865 -0.77
O 0.330 1.710 -1.255 0.2571 0.2581 -0.0236 -0.72
O 1.047 -1.816 1.931 0.1608 -0.0662 0.2337 -0.66
C -0.538 1.034 -1.790 -0.4961 -0.5314 -0.0872 0.64
C 0.845 -0.747 1.390 0.0459 0.0762 -0.3210 0.67
H 1.679 -0.036 1.246 0.0712 0.0469 -0.1679 0.06
H -0.666 -0.019 0.012 0.1372 -0.1868 -0.1590 0.52
H -0.750 1.183 -2.874 -0.0253 0.0685 -0.0233 0.03
```
Forces are in eV/Å.

ΔE to the lowest compared entry with this formula, charge and spin: 44.2 kJ/mol
energy: -10314.675 eV
LUMO energy: 4.3139 eV
total charge: -1